[1]
A single C4H6O4 molecule at a distorted geometry, computed with wB97M-V/def2-TZVPD.

Each line ends with the Mulliken charge.
Cartesian coordinates (Å):
C: 0.391 -1.389 0.272  -0.5710
C: -0.257 -0.815 -0.913  -0.4761
C: 0.477 -0.065 1.178  0.6471
C: -0.415 0.957 -0.699  0.5299
O: -0.643 0.021 1.936  -0.4479
O: 0.569 1.537 -1.408  -0.4282
O: -1.394 1.578 -0.337  -0.5807
O: 1.523 0.522 1.388  -0.5737
H: -0.786 0.983 2.060  0.3850
H: 0.307 2.470 -1.531  0.3452
H: 1.413 -1.727 0.101  0.2821
H: -0.220 -2.111 0.815  0.2808
H: 0.337 -0.860 -1.826  0.2975
H: -1.301 -1.101 -1.037  0.3100

## Properties
HOMO-LUMO gap (Eh): 0.378
SMILES: O=C(O)CCC(=O)O
Energy above the lowest of the compared OMol25 structures with the same formula, charge and spin (kJ/mol): 182.57
Maximum force (eV/A): 5.2
E (eV): -12434.2801
LUMO level (eV): 0.229


[2]
2 unconnected molecules or ions with the total composition C4H5N3O at a distorted geometry, computed with wB97M-V/def2-TZVPD.

Each line ends with the Mulliken charge.
Cartesian coordinates (Å):
C: -0.301 1.275 -0.861  -0.8391
N: 0.573 0.170 -0.543  -0.2323
C: 1.204 0.666 1.709  0.1189
C: 0.126 -1.046 -0.118  0.6105
N: 0.852 -2.081 -0.254  -0.7237
C: -1.147 -1.086 0.557  0.2248
O: 0.465 1.464 2.037  -0.1652
N: -2.121 -1.256 1.136  -0.3921
H: 1.448 0.114 -1.043  0.2315
H: 0.489 -2.924 0.177  0.2518
H: -0.729 1.190 -1.873  0.2970
H: -1.125 1.303 -0.132  0.3321
H: 0.266 2.211 -0.792  0.2858

## Properties
HOMO-LUMO gap (Eh): 0.370
Energy above the lowest of the compared OMol25 structures with the same formula, charge and spin (kJ/mol): 211.19
Maximum force (eV/A): 1.4
E (eV): -10745.4258
LUMO level (eV): 0.355


[3]
2 unconnected molecules or ions with the total composition CN2O2 at a distorted geometry, computed with wB97M-V/def2-TZVPD.

Each line ends with the Mulliken charge.
Cartesian coordinates (Å):
C: -1.167 -0.348 0.484  0.6004
N: 2.156 0.751 -0.331  -0.0839
N: 1.446 0.299 -1.031  0.1056
O: -1.967 -0.872 1.104  -0.3433
O: -0.467 0.171 -0.226  -0.2789

## Properties
HOMO-LUMO gap (Eh): 0.494
SMILES: O=C=O.N#N
Energy above the lowest of the compared OMol25 structures with the same formula, charge and spin (kJ/mol): 78.54
Maximum force (eV/A): 3.0
E (eV): -8112.9693
LUMO level (eV): 0.533


[4]
A single C15H21ClN2O2 molecule at a distorted geometry, computed with wB97M-V/def2-TZVPD.

Each line ends with the Mulliken charge.
Cartesian coordinates (Å):
O: 1.674 1.682 -1.268  -0.6044
Cl: 2.685 -2.587 -3.958  -0.2742
O: -0.009 0.160 1.489  -0.1041
C: 0.604 1.175 -1.100  -0.7068
C: -0.424 -1.247 -1.006  -0.1921
C: 1.269 -0.787 -2.570  -0.7648
C: -0.386 -2.519 -1.407  -1.3220
C: 1.397 -2.081 -2.904  0.5406
C: 0.473 -0.315 -1.556  0.6890
C: 0.468 -2.990 -2.436  0.4909
N: 0.349 -4.283 -2.846  -0.4778
N: -0.379 3.376 -0.273  -0.4376
C: 2.115 -0.833 2.317  -1.2780
C: -0.113 -1.968 2.497  -1.2739
C: 0.235 1.543 1.235  -1.4361
C: -1.544 3.993 0.273  -0.6642
C: -2.573 2.892 0.201  -0.9090
C: -1.843 1.564 -0.282  -0.5974
C: 0.633 -0.541 2.489  0.3468
C: -0.336 1.902 -0.087  2.0423
H: -1.094 -1.103 -0.220  0.7302
H: 2.081 -0.078 -3.043  0.2332
H: -1.095 -3.195 -1.077  0.3314
H: 1.250 -4.531 -3.299  0.1812
H: -0.590 -4.666 -2.956  0.2265
H: 0.506 3.790 0.023  0.2975
H: 2.450 -1.650 2.999  0.4109
H: 2.311 -1.070 1.218  0.1955
H: 2.670 0.090 2.519  0.3782
H: -1.188 -1.806 2.647  0.3221
H: 0.321 -2.484 3.361  0.5234
H: 0.073 -2.465 1.487  0.1753
H: -0.265 2.012 2.104  0.3626
H: 1.327 1.770 1.298  0.4795
H: -1.372 4.555 1.212  0.3102
H: -1.885 4.749 -0.401  0.3195
H: -3.500 3.155 -0.292  0.4997
H: -2.728 2.595 1.221  0.2434
H: -2.244 0.755 0.338  0.1508
H: -1.969 1.405 -1.453  0.3457
H: 0.644 0.033 3.508  0.2159

## Properties
HOMO-LUMO gap (Eh): 0.326
SMILES: CC(C)OC[C@@]1(C(=O)c2ccc(N)c(Cl)c2)CCCN1
Energy above the lowest of the compared OMol25 structures with the same formula, charge and spin (kJ/mol): 269.79
Maximum force (eV/A): 5.1
E (eV): -35491.0997
LUMO level (eV): 0.704